Computed, not measured: a cluster of 6 separate species, C35H64BNO14S5 in total in a non-equilibrium geometry, with wB97M-V/def2-TZVPD.

XYZ file:
```
120
Properties=species:S:1:pos:R:3:forces:R:3:lowdin_charge:R:1
C -1.20907 -0.57218 2.27334 0.1 0.5 -1.7 0.10
C -1.07984 0.59399 1.91158 -0.4 0.0 0.2 -0.05
C -1.02304 2.10563 1.50739 -0.6 -0.5 1.5 -0.19
O -1.10042 2.35970 0.09401 0.9 -0.9 0.6 -0.14
C -0.17864 1.55413 -0.66616 0.3 0.1 -1.5 -0.13
C -0.96033 0.45378 -1.54031 -0.1 0.7 -1.1 -0.28
C -0.07280 -0.78627 -1.95858 -0.6 -0.7 0.7 -0.11
C 0.75422 -1.45050 -0.77265 0.7 0.4 0.0 -0.18
C 2.31337 -1.14217 -1.02835 -0.5 -0.6 0.0 -0.16
C 3.25251 -1.77226 0.09741 -1.1 -0.4 0.0 -0.14
N 3.89107 -0.76475 0.97309 1.8 1.9 2.5 -0.14
C 4.34934 -1.09163 2.27503 1.0 1.6 1.6 -0.08
C 4.94404 0.09678 3.04365 -2.3 -1.0 -5.4 -0.05
C 4.79890 1.20854 1.99637 -0.9 -3.4 -0.4 -0.11
C 4.17847 0.61610 0.77332 0.9 0.9 2.1 -0.11
O -2.24082 0.08195 -0.95775 0.5 0.7 -0.5 -0.18
C -3.32407 0.66798 -1.69624 -1.0 -0.1 -0.7 -0.12
B 0.22317 2.88200 2.23651 1.1 0.5 1.1 -0.52
O 1.19112 3.64208 1.53959 -1.9 -0.8 0.0 0.13
O 0.37695 2.83433 3.65701 0.8 -0.4 -2.4 -0.03
C 1.80118 2.78954 4.00195 0.7 -0.4 1.0 -0.07
H -1.34714 -1.68477 2.17872 0.3 1.9 0.6 0.07
H -1.95964 2.58217 1.96435 1.0 -0.7 -0.7 0.15
H 0.29230 2.25934 -1.43591 -0.5 -0.9 1.0 0.15
H 0.68517 1.13211 -0.07076 -1.2 0.4 -0.3 0.12
H -1.23484 0.99160 -2.51322 0.5 -0.7 1.1 0.14
H -0.79282 -1.57752 -2.35902 1.0 1.1 0.3 0.12
H 0.64486 -0.49407 -2.78291 -0.9 -0.2 0.8 0.12
H 0.47876 -1.00355 0.23392 0.2 -0.5 -1.2 0.09
H 0.55680 -2.56426 -0.69388 0.3 1.3 -0.3 0.10
H 2.38621 -0.01606 -1.10684 0.3 -1.3 0.1 0.09
H 2.60134 -1.58496 -2.03668 -0.4 0.7 1.2 0.10
H 3.99165 -2.53743 -0.31902 -0.7 1.4 0.4 0.13
H 2.56671 -2.38285 0.77856 1.0 0.8 -0.8 0.13
H 4.26489 -2.15959 2.66456 0.0 2.0 -1.0 0.08
H 5.35903 0.13982 4.08448 -0.7 -0.2 -1.6 0.06
H 5.11914 2.26848 2.17745 -0.5 -1.3 -0.6 0.08
H 3.95172 1.16324 -0.18299 0.2 -0.9 1.3 0.10
H -3.52141 0.09015 -2.65969 0.4 0.7 1.1 0.09
H -4.31343 0.63865 -1.12629 1.5 -0.2 -0.3 0.10
H -3.16032 1.75689 -1.97039 0.1 -1.1 0.5 0.09
H 0.89026 3.81987 0.62675 0.3 -0.3 0.5 0.11
H 1.88692 2.42485 5.07528 -0.3 0.4 -1.3 0.10
H 2.36821 2.03924 3.35466 -0.7 1.1 0.7 0.09
H 2.29112 3.80671 3.96729 -0.6 -1.1 -0.2 0.10
O -4.94105 1.67296 -5.86634 0.0 -0.3 0.1 -0.31
S -5.67677 1.24476 -4.70215 0.0 0.0 0.2 0.66
O -5.41918 -0.01698 -4.04977 0.1 0.0 -0.4 -0.34
C -5.61786 2.54925 -3.48423 -0.1 0.4 0.2 -0.24
C -6.81832 3.42752 -3.81468 -0.1 0.1 -0.1 -0.22
C -7.96928 2.46313 -4.11448 -0.1 0.1 0.1 -0.22
C -7.42837 1.38017 -5.05192 -0.6 0.1 -0.1 -0.22
H -4.66750 3.07700 -3.55124 0.0 -0.2 -0.1 0.11
H -5.72525 2.09094 -2.49927 0.0 0.0 -0.1 0.10
H -7.05920 4.10252 -2.99185 0.0 0.0 -0.1 0.12
H -6.60567 4.03497 -4.69962 0.0 0.0 0.1 0.12
H -8.31265 2.00524 -3.18197 0.0 0.0 -0.1 0.12
H -8.82246 2.97839 -4.55939 0.1 -0.1 0.0 0.11
H -7.90707 0.41761 -4.87419 0.2 0.0 -0.1 0.10
H -7.54203 1.66411 -6.09876 0.2 -0.1 0.1 0.11
O -5.21977 7.59695 4.03875 -0.2 -0.2 0.0 -0.32
S -5.05944 6.20922 3.67752 0.0 -0.2 -0.1 0.66
O -6.18587 5.31918 3.52799 -0.1 0.3 0.1 -0.33
C -4.05224 6.11973 2.20560 0.3 0.0 -0.3 -0.23
C -2.62297 6.05942 2.72992 0.1 0.1 0.1 -0.22
C -2.65543 5.09115 3.91522 0.2 -0.1 0.0 -0.21
C -3.86034 5.46612 4.78182 0.4 -0.2 0.3 -0.22
H -4.24198 6.98571 1.57278 -0.2 0.0 0.1 0.11
H -4.31629 5.20187 1.67654 -0.1 0.1 0.1 0.11
H -1.92609 5.73041 1.95668 0.0 0.0 0.0 0.11
H -2.30698 7.04993 3.07100 0.0 0.0 -0.1 0.12
H -2.77171 4.06782 3.54595 0.0 0.1 0.1 0.11
H -1.72943 5.12748 4.49149 -0.1 -0.1 0.0 0.12
H -4.30209 4.59120 5.25785 -0.1 0.2 0.0 0.11
H -3.59453 6.20576 5.53792 -0.1 0.0 -0.1 0.11
O 4.38149 -2.96556 4.42937 0.1 -0.3 0.2 -0.33
S 4.63613 -2.35200 5.70358 -0.1 0.2 0.8 0.68
O 5.04234 -0.97363 5.81913 0.0 -0.2 0.0 -0.33
C 3.22607 -2.62930 6.76796 -0.4 -0.1 0.2 -0.23
C 3.52000 -3.95574 7.45447 0.0 -0.2 0.0 -0.22
C 4.99635 -3.90225 7.84351 0.0 0.0 0.2 -0.22
C 5.77176 -3.38596 6.63129 0.4 -0.3 0.2 -0.22
H 2.31311 -2.64700 6.17406 0.1 0.1 -0.1 0.11
H 3.18967 -1.81274 7.49148 0.0 0.0 -0.1 0.11
H 2.87785 -4.10854 8.32336 0.0 0.0 -0.1 0.12
H 3.35026 -4.78307 6.75866 0.0 0.1 0.0 0.12
H 5.12652 -3.21378 8.68392 0.0 0.0 -0.1 0.12
H 5.36609 -4.87908 8.16056 0.0 0.1 0.0 0.12
H 6.63525 -2.79249 6.93043 -0.1 0.0 -0.2 0.11
H 6.08829 -4.20346 5.98233 -0.1 0.1 -0.1 0.11
O 3.04364 -1.43006 -5.76850 -0.1 0.2 0.1 -0.32
S 3.82965 -0.46586 -5.03815 0.1 0.1 0.2 0.65
O 3.22537 0.60135 -4.27575 -0.3 -0.2 -0.2 -0.33
C 4.97538 -1.34711 -3.98954 0.3 -0.2 0.2 -0.24
C 6.20359 -1.55691 -4.86659 0.1 -0.1 -0.1 -0.22
C 6.42032 -0.23183 -5.60260 0.2 0.0 0.1 -0.22
C 5.06113 0.22120 -6.14275 0.4 0.2 -0.3 -0.22
H 4.52577 -2.27911 -3.64916 -0.1 0.1 0.0 0.10
H 5.20623 -0.70666 -3.13571 -0.1 0.0 0.0 0.11
H 7.07543 -1.83854 -4.27391 -0.1 0.0 0.0 0.12
H 6.01461 -2.35496 -5.59105 0.0 0.0 0.1 0.12
H 6.80555 0.51481 -4.90171 0.0 -0.1 0.0 0.12
H 7.15026 -0.33179 -6.40800 -0.1 0.0 0.1 0.11
H 4.97260 1.30719 -6.15092 -0.2 -0.1 0.0 0.10
H 4.87565 -0.17430 -7.14204 -0.1 0.0 0.1 0.11
O -0.31766 -4.39415 -2.13992 0.1 -0.2 0.2 -0.32
S -1.20317 -5.47547 -1.78119 -0.3 -0.1 0.2 0.66
O -0.96949 -6.30920 -0.62621 0.3 0.3 -0.1 -0.33
C -2.87018 -4.84038 -1.70893 -0.4 0.2 -0.1 -0.23
C -3.39468 -4.99601 -3.13095 0.0 0.0 -0.1 -0.22
C -2.92670 -6.37727 -3.59796 -0.2 -0.1 0.0 -0.22
C -1.44917 -6.51327 -3.22029 -0.1 -0.3 -0.5 -0.22
H -2.85921 -3.80628 -1.36533 0.2 -0.1 0.1 0.11
H -3.43370 -5.46281 -1.01120 0.1 0.0 0.0 0.11
H -4.48100 -4.90166 -3.16961 0.1 0.0 0.0 0.12
H -2.96481 -4.22320 -3.77532 -0.1 0.0 0.1 0.12
H -3.50973 -7.15064 -3.08867 0.0 0.1 0.0 0.12
H -3.07242 -6.51145 -4.67134 0.0 0.0 0.1 0.11
H -1.18955 -7.54188 -2.97158 0.1 0.2 0.1 0.10
H -0.79788 -6.14751 -4.01504 0.0 0.1 0.2 0.11
```
Forces are in eV/Å.

Properties
- spin multiplicity = 1
- strongest force on any atom (eV/Å) = 5.97
- gap between HOMO and LUMO (eV) = 7.53
- SMILES = C#C[C@H](OC[C@@H](CCCCn1cccc1)OC)B(O)OC.O=S1(=O)CCCC1.O=S1(=O)CCCC1.O=S1(=O)CCCC1.O=S1(=O)CCCC1.O=S1(=O)CCCC1
- HOMO (eV) = -7.11
- charge = 0
- E (a.u.) = -4495.7162